Record 1
{"formula": "C37H108N2O18", "method": "wB97M-V/def2-TZVPD", "elements": ["C", "C", "C", "C", "C", "C", "N", "O", "C", "C", "C", "H", "H", "H", "H", "H", "H", "H", "H", "H", "H", "H", "H", "H", "H", "H", "H", "H", "H", "H", "C", "C", "C", "C", "C", "C", "N", "O", "C", "C", "C", "H", "H", "H", "H", "H", "H", "H", "H", "H", "H", "H", "H", "H", "H", "H", "H", "H", "H", "H", "C", "C", "O", "H", "H", "H", "H", "H", "H", "C", "C", "O", "H", "H", "H", "H", "H", "H", "C", "C", "O", "H", "H", "H", "H", "H", "H", "C", "O", "H", "H", "H", "H", "C", "O", "H", "H", "H", "H", "C", "O", "H", "H", "H", "H", "C", "O", "H", "H", "H", "H", "C", "O", "H", "H", "H", "H", "C", "O", "H", "H", "H", "H", "C", "O", "H", "H", "H", "H", "C", "O", "H", "H", "H", "H", "C", "O", "H", "H", "H", "H", "C", "O", "H", "H", "H", "H", "C", "O", "H", "H", "H", "H", "C", "O", "H", "H", "H", "H", "C", "O", "H", "H", "H", "H"], "xyz": [[-3.8807, -17.9702, 10.6246], [-4.2380, -16.5543, 10.0466], [-5.6116, -16.7072, 9.3731], [-6.7608, -16.7027, 10.3737], [-6.6701, -15.6038, 11.3399], [-5.3010, -15.6510, 12.1197], [-4.2318, -15.5619, 11.0884], [-2.9407, -15.4165, 11.7157], [-5.0742, -14.3703, 13.0247], [-5.2805, -16.8783, 13.1015], [-3.2575, -16.0556, 8.9184], [-3.2066, -17.9102, 11.4877], [-3.4226, -18.5212, 9.7857], [-4.7074, -18.6720, 10.9536], [-5.7917, -15.8238, 8.6996], [-5.6229, -17.6833, 8.8519], [-6.8823, -17.6807, 10.8669], [-7.6516, -16.5597, 9.7195], [-7.5841, -15.5864, 12.0670], [-6.8242, -14.6263, 10.7784], [-4.1998, -14.6457, 13.6147], [-5.0007, -13.5262, 12.3269], [-5.9655, -14.2513, 13.7278], [-5.3348, -17.8481, 12.6414], [-4.4184, -16.7778, 13.7828], [-6.1473, -16.7296, 13.6748], [-3.2237, -16.8406, 8.1723], [-2.2860, -15.8312, 9.2914], [-3.7689, -15.2067, 8.4440], [-2.8714, -16.0884, 12.3904], [-5.0242, -22.5739, 16.1875], [-4.9278, -23.2396, 14.7162], [-5.7420, -24.5141, 14.6644], [-7.2414, -24.1523, 14.4344], [-7.4537, -23.3745, 13.1554], [-6.6335, -22.0872, 13.1449], [-5.2489, -22.4508, 13.4960], [-4.4026, -21.2096, 13.5748], [-6.6754, -21.4164, 11.6968], [-7.0388, -21.0488, 14.1988], [-3.4873, -23.6166, 14.6083], [-4.4160, -21.6790, 16.1458], [-4.4142, -23.3558, 16.7252], [-6.0364, -22.3235, 16.6313], [-5.3380, -25.1509, 13.8877], [-5.5286, -25.0869, 15.5863], [-7.6113, -23.5598, 15.2882], [-7.8511, -25.0596, 14.3756], [-8.4736, -23.0460, 13.0558], [-7.1581, -23.8774, 12.1861], [-6.3600, -22.2009, 11.0585], [-7.6611, -21.1264, 11.3826], [-6.0339, -20.5592, 11.5344], [-7.5464, -21.4392, 15.0844], [-6.1414, -20.4146, 14.4647], [-7.6226, -20.2885, 13.6565], [-2.8148, -22.9005, 15.0137], [-3.1059, -23.7976, 13.5880], [-3.3733, -24.5526, 15.1511], [-3.9053, -21.3190, 12.7270], [2.3881, -23.7069, 12.4544], [2.0478, -23.2971, 13.8612], [1.1375, -22.2139, 13.7620], [3.1344, -24.4725, 12.3913], [2.6122, -22.8523, 11.8061], [1.4767, -24.1736, 12.1213], [2.8993, -22.9585, 14.4781], [1.5632, -24.1366, 14.4702], [1.0827, -21.6804, 14.5731], [-1.9564, -24.6228, 20.0282], [-1.5109, -25.3436, 18.7814], [-2.3587, -26.5072, 18.5331], [-2.9990, -24.3590, 19.9143], [-1.2510, -23.8688, 20.2787], [-1.8764, -25.3684, 20.8414], [-0.4575, -25.6468, 18.8746], [-1.6140, -24.5990, 17.9478], [-1.8090, -27.3060, 18.6947], [4.6024, -27.3711, 11.9692], [3.1312, -27.1632, 11.9693], [2.8874, -26.4419, 13.1845], [5.0978, -26.4780, 12.3089], [5.0129, -27.6336, 10.9756], [4.8217, -28.1559, 12.7424], [2.6306, -28.1502, 11.9836], [2.7948, -26.6082, 11.1212], [1.9583, -26.5818, 13.4644], [-2.7296, -16.8406, 22.0428], [-2.3707, -17.0226, 20.6577], [-2.5902, -15.8253, 22.3467], [-3.8063, -17.0866, 22.2718], [-2.1351, -17.4558, 22.6981], [-2.5080, -17.9922, 20.5549], [1.1965, -14.8928, 20.9029], [-0.1673, -14.6803, 21.0880], [1.7936, -14.3577, 21.6296], [1.4533, -15.9639, 21.0140], [1.4840, -14.5862, 19.9170], [-0.7255, -15.4038, 20.7198], [-0.3934, -17.2788, 10.9196], [-0.7603, -18.0407, 12.1033], [-0.6643, -17.8192, 10.0271], [-0.9149, -16.3078, 10.9983], [0.7071, -17.0742, 10.9730], [-0.6692, -18.9991, 11.9898], [-1.9177, -20.0566, 17.0025], [-1.9051, -19.1612, 18.0799], [-1.6512, -21.0930, 17.4249], [-2.8969, -20.1597, 16.4906], [-1.1296, -19.8173, 16.2320], [-2.0590, -18.2761, 17.7346], [-0.4861, -26.1212, 14.9598], [0.6042, -26.9578, 14.7075], [-0.6047, -25.3870, 14.1757], [-1.4410, -26.7102, 15.0884], [-0.4492, -25.6374, 15.9541], [1.1342, -27.0487, 15.4997], [0.3372, -24.2398, 8.1488], [1.2295, -24.3830, 9.3176], [-0.5660, -24.8000, 8.3336], [0.0957, -23.1591, 8.0105], [0.8824, -24.6148, 7.2953], [0.7810, -25.0069, 9.9006], [0.6583, -20.9595, 10.7172], [-0.4068, -20.7080, 11.6632], [0.6919, -20.1487, 9.9710], [1.5673, -20.7984, 11.2841], [0.5533, -21.9178, 10.2108], [-0.1823, -21.3549, 12.4135], [-3.4533, -21.3587, 9.7154], [-2.9304, -21.2814, 11.0287], [-2.9447, -22.1385, 9.0956], [-4.4821, -21.7123, 9.8700], [-3.3470, -20.3937, 9.2518], [-2.1716, -20.7270, 11.1809], [-0.9059, -15.6995, 14.2640], [-1.8719, -16.6449, 14.0764], [-1.4467, -14.8191, 14.5797], [-0.1690, -15.8863, 14.9872], [-0.4581, -15.4691, 13.3553], [-1.4922, -17.2018, 13.3123], [4.0548, -26.1408, 17.0355], [3.0730, -26.8722, 16.3308], [3.7382, -26.1053, 18.0574], [4.9926, -26.6775, 16.9500], [4.3144, -25.1819, 16.6590], [3.2613, -26.8651, 15.3894], [-4.5408, -25.8548, 11.1607], [-4.7422, -24.4337, 11.0281], [-3.5401, -26.1327, 11.5539], [-5.2916, -26.3660, 11.8123], [-4.6903, -26.2532, 10.1863], [-4.7809, -24.0512, 11.9155], [-4.2246, -17.1901, 16.8369], [-2.8588, -16.9969, 16.5740], [-4.6860, -17.8909, 16.0980], [-4.3711, -17.5225, 17.8586], [-4.7350, -16.2540, 16.5993], [-2.6035, -16.9840, 15.6542], [-4.7770, -20.4959, 20.3702], [-3.4421, -19.9949, 20.1677], [-4.7812, -21.4585, 19.8445], [-4.9500, -20.6498, 21.4278], [-5.5239, -19.8713, 19.9646], [-3.1804, -20.1223, 19.2822]], "charge": 0, "spin_multiplicity": 1, "mol_weight_da": 869.3, "lumo_energy_ev": 0.18, "energy_ha": -2937.96092}

---

Record 2
{"formula": "C45H37FN2O19PS", "method": "wB97M-V/def2-TZVPD", "elements": ["C", "C", "C", "C", "C", "S", "O", "O", "F", "C", "C", "O", "C", "C", "O", "N", "P", "O", "O", "O", "N", "H", "H", "H", "H", "H", "H", "H", "H", "H", "H", "H", "H", "H", "C", "C", "C", "O", "C", "C", "C", "O", "H", "H", "H", "H", "C", "C", "C", "O", "C", "C", "C", "O", "H", "H", "H", "H", "C", "C", "C", "O", "C", "C", "C", "O", "H", "H", "H", "H", "C", "C", "C", "O", "C", "C", "C", "O", "H", "H", "H", "H", "C", "C", "C", "O", "C", "C", "C", "O", "H", "H", "H", "H", "C", "C", "C", "O", "C", "C", "C", "O", "H", "H", "H", "H"], "xyz": [[2.7400, -4.0002, 4.4030], [2.6537, -3.5094, 2.9375], [1.2118, -3.3005, 2.5675], [0.8346, -2.0646, 2.0382], [-0.4757, -1.8799, 1.7391], [-0.9982, -0.3434, 1.0543], [-1.6010, -0.6349, -0.1797], [-1.7307, 0.4644, 1.9413], [0.3267, 0.3845, 0.7640], [-1.3428, -2.9358, 1.9858], [-2.8073, -2.7836, 1.6929], [-3.0356, -3.2078, 0.3576], [-4.2747, -2.8388, -0.1539], [-5.5074, -2.8832, 0.7094], [-4.3256, -2.4924, -1.3119], [-0.8615, -4.0585, 2.4713], [-1.9504, -5.4558, 2.8094], [-2.8235, -5.1444, 3.9094], [-1.0126, -6.6605, 3.2034], [-2.6727, -5.8891, 1.4942], [0.4171, -4.3050, 2.7820], [1.8897, -3.6712, 4.9857], [3.6367, -3.6341, 4.8840], [2.7471, -5.0794, 4.3955], [3.0653, -4.2902, 2.3108], [3.2045, -2.5957, 2.7584], [1.5827, -1.3146, 1.8872], [-3.4576, -3.2430, 2.4318], [-3.0235, -1.7181, 1.7341], [-6.3318, -3.2782, 0.1402], [-5.3912, -3.4883, 1.6010], [-5.7398, -1.8615, 0.9869], [-0.3058, -6.7328, 2.5402], [-2.0007, -5.9216, 0.7859], [-3.2165, 5.7105, -0.6077], [-3.9654, 5.6985, 0.4951], [-4.0424, 4.4931, 1.3692], [-4.7184, 4.4811, 2.3711], [-3.2502, 3.3044, 0.9580], [-2.5129, 3.3265, -0.1437], [-2.4321, 4.5176, -1.0071], [-1.7385, 4.4982, -2.0044], [-3.1435, 6.5771, -1.2532], [-4.5462, 6.5562, 0.8089], [-3.3085, 2.4320, 1.5952], [-1.9301, 2.4697, -0.4624], [2.8865, 6.4470, 1.1897], [2.2453, 7.4538, 0.6006], [0.9450, 7.2415, -0.0877], [0.3576, 8.1516, -0.6247], [0.3923, 5.8634, -0.0901], [1.0358, 4.8613, 0.4989], [2.3296, 5.0735, 1.1846], [2.9103, 4.1511, 1.7243], [3.8340, 6.5797, 1.6961], [2.6340, 8.4639, 0.5938], [-0.5487, 5.7223, -0.5938], [0.6475, 3.8495, 0.5058], [1.6233, 0.2336, 6.0380], [2.3422, 1.2104, 6.5842], [2.8272, 2.3552, 5.7695], [3.4816, 3.2417, 6.2613], [2.4757, 2.3649, 4.3243], [1.7548, 1.3834, 3.7863], [1.2767, 0.2484, 4.6022], [0.6113, -0.6648, 4.1182], [1.2604, -0.6094, 6.6125], [2.6060, 1.2193, 7.6340], [2.8340, 3.2047, 3.7420], [1.4908, 1.3773, 2.7382], [1.1170, -1.3405, -2.3431], [0.9498, -0.5381, -3.3926], [2.1094, 0.1758, -3.9959], [1.9706, 0.9079, -4.9457], [3.4457, -0.0445, -3.3792], [3.6001, -0.8455, -2.3274], [2.4460, -1.5531, -1.7314], [2.5757, -2.2864, -0.7640], [0.2955, -1.8704, -1.8790], [-0.0175, -0.3646, -3.8510], [4.2753, 0.4833, -3.8318], [4.5632, -1.0155, -1.8631], [-0.2570, 2.8439, -7.2710], [0.1306, 4.0798, -7.5738], [-0.0860, 5.2088, -6.6324], [0.2670, 6.3336, -6.9083], [-0.7512, 4.9044, -5.3404], [-1.1393, 3.6690, -5.0407], [-0.9214, 2.5419, -5.9798], [-1.2720, 1.4140, -5.6988], [-0.1077, 2.0078, -7.9420], [0.6180, 4.3218, -8.5095], [-0.8998, 5.7378, -4.6653], [-1.6248, 3.4273, -4.1054], [0.6883, -4.7957, -3.3036], [0.0903, -4.8089, -2.1164], [0.2441, -5.9522, -1.1986], [-0.3119, -5.9595, -0.1070], [1.0808, -7.0877, -1.6319], [1.6834, -7.0820, -2.8179], [1.5364, -5.9324, -3.7498], [2.0830, -5.9212, -4.8252], [0.5887, -3.9683, -3.9950], [-0.5339, -3.9951, -1.7701], [1.1736, -7.9132, -0.9377], [2.3019, -7.9023, -3.1585]], "charge": 1, "spin_multiplicity": 1, "mol_weight_da": 991.8, "lumo_energy_ev": -4.96, "energy_ha": -4115.09176}

---

In order of appearance, Kohn-Sham gap = 8.5, 6.4 eV.